(1)
53
Properties=species:S:1:pos:R:3 method="wB97M-V/def2-TZVPD" gap_ev=6.91 charge=+1
C 2.151 -3.288 1.684
C 1.524 -4.280 0.872
P 0.201 -3.627 -0.242
Cl 0.242 -4.496 -2.138
B -1.466 -3.984 0.704
O -1.721 -5.123 1.448
O -2.424 -2.948 0.612
H 1.916 -3.125 2.752
H 2.933 -2.676 1.175
H 1.819 -5.351 0.872
H 0.405 -2.209 -0.350
H -1.516 -5.940 0.973
H -2.042 -2.250 1.173
C -2.341 0.357 -0.828
C -3.671 0.517 -0.100
C -4.865 0.003 -0.902
C -5.123 0.730 -2.225
C -5.340 2.238 -2.107
C -6.566 2.610 -1.281
H -2.312 0.940 -1.750
H -1.519 0.704 -0.194
H -2.157 -0.692 -1.077
H -3.816 1.564 0.175
H -3.623 -0.042 0.842
H -5.760 0.061 -0.276
H -4.719 -1.062 -1.116
H -6.000 0.281 -2.700
H -4.287 0.548 -2.909
H -5.462 2.648 -3.113
H -4.453 2.721 -1.685
H -7.471 2.171 -1.707
H -6.696 3.694 -1.263
H -6.474 2.273 -0.246
C 6.965 1.340 0.495
C 5.694 1.318 -0.346
C 4.648 2.336 0.109
C 4.110 2.129 1.527
C 3.477 0.763 1.789
C 2.251 0.490 0.926
H 6.768 1.073 1.535
H 7.690 0.624 0.103
H 7.427 2.330 0.476
H 5.271 0.308 -0.346
H 5.959 1.538 -1.384
H 3.815 2.325 -0.602
H 5.079 3.339 0.047
H 3.369 2.908 1.732
H 4.916 2.286 2.249
H 3.179 0.718 2.841
H 4.214 -0.033 1.645
H 1.485 1.253 1.083
H 1.816 -0.481 1.184
H 2.502 0.468 -0.137

***

(2)
9
Properties=species:S:1:pos:R:3 method="wB97M-V/def2-TZVPD" gap_ev="7.29 / 8.12" e_above_lowest_kcal_mol=67.32
C -1.516 0.425 0.479
C 0.609 0.194 -0.534
S -0.936 0.905 -1.066
S 1.669 1.107 0.510
S 0.921 -1.519 -0.673
H -1.840 -0.588 0.625
H -1.383 1.087 1.313
H 2.199 0.075 1.176
H 0.277 -1.687 -1.830

***

(3)
83
Properties=species:S:1:pos:R:3 method="wB97M-V/def2-TZVPD" gap_ev=9.23 smiles=COC[C@H](C)N.COCCNCCOC.COCCNCCOC.CO.CO.CO
C -3.277 -2.796 2.559
O -2.928 -4.254 2.582
C -2.008 -4.629 1.545
C -2.644 -4.783 0.185
C -3.292 -6.077 -0.233
N -1.664 -4.585 -0.891
H -3.906 -2.412 1.757
H -2.403 -2.148 2.491
H -3.875 -2.672 3.462
H -1.099 -4.029 1.580
H -1.659 -5.613 1.858
H -3.346 -3.949 0.187
H -2.515 -6.842 -0.204
H -3.812 -6.161 -1.187
H -4.067 -6.311 0.496
H -2.117 -4.294 -1.745
H -1.206 -5.432 -1.196
C 5.854 3.170 10.272
O 6.576 3.692 9.192
C 6.104 4.909 8.695
C 6.127 4.804 7.108
N 5.099 3.937 6.604
C 3.744 4.420 6.844
C 3.267 5.412 5.764
O 1.882 5.795 5.987
C 1.583 6.993 5.304
H 5.957 3.836 11.129
H 6.310 2.255 10.650
H 4.830 3.226 9.902
H 6.918 5.548 9.038
H 5.153 5.227 9.123
H 7.161 4.545 6.880
H 5.995 5.835 6.780
H 5.239 3.046 7.059
H 3.524 4.768 7.854
H 3.109 3.588 6.539
H 3.465 5.119 4.733
H 3.937 6.246 5.973
H 0.547 6.891 4.981
H 2.357 7.170 4.558
H 1.523 7.790 6.045
C -7.347 -0.775 -3.901
O -6.451 -1.291 -4.888
C -6.333 -2.777 -4.817
C -5.604 -3.191 -6.186
N -4.228 -2.765 -5.971
C -3.650 -3.215 -7.272
C -2.188 -3.190 -7.298
O -1.564 -4.073 -6.405
C -0.244 -3.615 -5.955
H -8.105 -1.435 -3.479
H -7.670 0.129 -4.417
H -6.911 -0.411 -2.971
H -7.345 -3.174 -4.735
H -5.808 -3.074 -3.909
H -6.059 -2.721 -7.058
H -5.518 -4.277 -6.209
H -4.189 -1.756 -5.962
H -3.970 -2.609 -8.120
H -3.701 -4.268 -7.546
H -1.957 -2.162 -7.019
H -1.705 -3.442 -8.242
H 0.002 -4.102 -5.012
H -0.324 -2.548 -5.746
H 0.498 -3.694 -6.750
C 1.903 0.261 0.124
O 0.740 0.132 -0.714
H 1.719 -0.118 1.129
H 2.621 -0.390 -0.374
H 2.358 1.247 0.027
H 0.434 -0.736 -0.987
C -3.017 3.352 -3.105
O -2.428 2.662 -4.222
H -2.245 3.765 -2.456
H -3.680 4.178 -3.365
H -3.601 2.585 -2.596
H -1.736 2.194 -3.749
C 7.818 0.534 -4.657
O 7.929 1.481 -5.683
H 8.553 -0.269 -4.721
H 8.013 1.156 -3.784
H 6.851 0.034 -4.711
H 7.698 1.134 -6.547

***

(4)
14
Properties=species:S:1:pos:R:3 method="wB97M-V/def2-TZVPD" gap_ev=9.85 e_above_lowest_kcal_mol=122.90
C -1.228 -1.182 0.016
C -0.381 -0.014 -0.352
N -0.557 1.205 -0.006
O -1.648 1.450 0.803
C 1.019 -0.006 -0.912
C 1.782 0.063 0.326
O 2.125 -0.871 -0.687
H -1.980 -1.309 -0.769
H -0.653 -2.111 0.095
H -1.746 -0.982 0.958
H -1.638 2.414 0.813
H 1.208 0.739 -1.686
H 2.062 1.101 0.520
H 1.327 -0.448 1.178

***

(5)
18
Properties=species:S:1:pos:R:3 method="wB97M-V/def2-TZVPD" gap_ev="7.71 / 6.64" spin_multiplicity=3 s_squared=2.013 e_above_lowest_kcal_mol=0.00
C -1.189 -0.494 -1.564
C -0.058 -1.254 -1.484
C -0.849 0.829 -0.966
C 0.998 -0.545 -0.687
C -1.498 -0.294 2.090
C 1.280 -1.141 0.688
O -1.605 1.755 -0.702
O 0.459 0.827 -0.573
O -2.408 -0.115 1.384
O 2.305 -0.485 1.315
Br -0.751 4.295 1.490
H -2.094 -0.702 -2.082
H 0.107 -2.277 -1.924
H 1.941 -0.605 -1.120
H 1.610 -2.111 0.451
H 0.398 -1.061 1.359
H -0.773 2.920 1.056
H 2.128 0.458 1.270

***

(6)
20
Properties=species:S:1:pos:R:3 method="wB97M-V/def2-TZVPD" gap_ev=6.51 e_above_lowest_kcal_mol=15.76 charge=-1
C -3.214 -1.152 -2.683
C -2.538 0.100 -2.219
C -2.055 -0.111 -0.768
S -0.740 -1.352 -0.452
H -3.328 -1.133 -3.771
H -2.528 -2.001 -2.455
H -4.254 -1.434 -2.310
H -3.047 1.050 -2.069
H -1.674 0.232 -2.885
H -1.764 0.926 -0.374
H -2.998 -0.347 -0.235
H 4.190 -0.239 2.891
H 2.986 -0.058 1.953
O 3.945 0.090 2.023
H 0.769 0.117 0.396
H 0.663 0.572 1.865
O 1.313 0.510 1.122
H 2.041 2.301 1.875
H 3.520 2.250 2.234
O 2.713 2.739 2.417

***

(7)
51
Properties=species:S:1:pos:R:3 method="wB97M-V/def2-TZVPD" gap_ev=9.18 smiles="CCCCOC(=O)NCOc1ccccc1.CO.CO.CO" e_above_lowest_kcal_mol=66.06
C -4.157 2.376 -0.235
C -4.361 0.942 -0.879
C -3.924 -0.181 0.151
C -5.020 -1.276 0.440
O -4.921 -1.725 1.809
C -3.898 -2.628 1.995
O -3.769 -3.573 1.232
N -2.993 -2.552 3.096
C -2.177 -1.313 3.114
O -0.789 -1.642 3.241
C -0.139 -1.687 2.002
C 0.869 -0.638 1.758
C 1.612 -0.660 0.495
C 1.384 -1.689 -0.522
C 0.357 -2.711 -0.300
C -0.383 -2.687 0.966
H -4.957 3.075 -0.601
H -3.125 2.732 -0.504
H -4.214 2.385 0.883
H -5.407 0.734 -1.212
H -3.636 0.882 -1.739
H -2.964 -0.705 -0.107
H -3.729 0.333 1.138
H -6.020 -0.759 0.354
H -5.032 -2.095 -0.318
H -2.350 -3.339 2.993
H -2.442 -0.686 4.011
H -2.289 -0.660 2.213
H 1.063 0.153 2.525
H 2.378 0.123 0.298
H 1.989 -1.691 -1.457
H 0.123 -3.499 -1.053
H -1.157 -3.473 1.139
C 3.538 -0.585 -3.788
O 3.264 -1.936 -3.433
H 2.953 0.071 -3.144
H 4.601 -0.372 -3.649
H 3.258 -0.410 -4.830
H 3.790 -2.497 -4.013
C 2.690 2.918 -0.302
O 2.127 2.115 -1.337
H 3.306 2.290 0.333
H 3.308 3.704 -0.739
H 1.889 3.363 0.297
H 1.586 2.694 -1.885
C 6.438 2.761 -0.414
O 5.459 3.112 0.557
H 6.048 2.999 -1.402
H 7.355 3.329 -0.241
H 6.650 1.690 -0.358
H 5.823 2.893 1.422

***

(8)
79
Properties=species:S:1:pos:R:3 method="wB97M-V/def2-TZVPD" gap_ev="7.53 / 3.99" spin_multiplicity=5 s_squared=6.047 e_above_lowest_kcal_mol=0.00 charge=+2
N -5.956 4.380 -4.043
C -5.708 4.706 -2.781
C -4.790 3.981 -2.006
C -4.080 2.891 -2.589
C -4.415 2.559 -3.920
C -5.368 3.332 -4.606
C -3.049 2.188 -1.807
Fe 0.146 0.167 -0.970
P 4.387 -0.680 0.462
C -1.814 1.816 -2.256
C -0.718 1.983 -1.330
C 0.632 2.236 -1.739
C 1.543 2.771 -0.806
C 1.166 2.922 0.546
C 0.013 2.270 0.993
C -0.906 1.719 0.089
Br 2.252 3.811 1.738
H -3.308 2.042 -0.740
H -1.574 1.746 -3.329
H -4.569 4.303 -0.989
H -3.938 1.731 -4.450
H -6.217 5.574 -2.354
H -5.635 3.102 -5.644
H 0.828 2.393 -2.809
H -1.895 1.462 0.474
H 2.505 3.136 -1.157
H -0.237 2.241 2.050
P -0.566 -2.030 -0.396
C 4.219 1.132 0.387
C 5.547 1.829 0.098
H 3.806 1.481 1.346
H 3.473 1.357 -0.386
H 5.459 2.894 0.332
H 6.363 1.414 0.703
H 5.809 1.735 -0.961
C 3.752 -1.269 -1.148
C 4.837 -2.081 -1.874
H 3.458 -0.384 -1.733
H 2.853 -1.877 -0.959
H 4.564 -2.223 -2.921
H 5.811 -1.573 -1.842
H 4.952 -3.070 -1.420
C 3.214 -1.184 1.775
C 3.989 -1.868 2.920
H 2.453 -1.856 1.342
H 2.704 -0.280 2.135
H 3.343 -2.568 3.460
H 4.854 -2.428 2.540
H 4.354 -1.129 3.645
C -0.318 -2.774 1.255
C -1.069 -4.059 1.606
H -0.571 -1.974 1.962
H 0.765 -2.945 1.327
H -2.109 -3.875 1.899
H -1.068 -4.798 0.797
H -0.568 -4.533 2.463
C 0.168 -3.250 -1.549
C -0.401 -3.249 -2.968
H 0.018 -4.231 -1.068
H 1.241 -3.016 -1.565
H -1.422 -3.638 -2.993
H -0.419 -2.246 -3.403
H 0.210 -3.878 -3.626
C -2.372 -2.045 -0.673
C -3.199 -1.638 0.542
H -2.623 -3.059 -1.021
H -2.537 -1.357 -1.516
H -3.988 -0.940 0.231
H -3.680 -2.519 0.987
H -2.601 -1.143 1.326
C -2.236 0.106 5.287
C -1.254 0.362 4.172
N -0.123 1.036 4.524
O -1.432 -0.001 3.002
H -1.758 0.165 6.275
H -2.699 -0.870 5.164
H -3.038 0.854 5.241
H 0.518 1.319 3.798
H 0.021 1.391 5.455

***

How do the records compare in largest force on an atom? In the order shown, they have 3.71 1.23 4.40 1.68 7.78 2.02 3.13 2.91 eV Å⁻¹.